Density functional theory data (wB97M-V/def2-TZVPD) for a cluster of 2 separate species, C3H9N2O2 in total in a non-equilibrium geometry.

Electronic energy (Ha): -379.4202
Energy relative to the best compared isomer or geometry (same formula, charge and spin) (kcal per mole): 53.1
Strongest force on any atom (Eh/bohr): 0.103
Highest occupied orbital energy (eV): -12.55
2S+1: 1
Net charge: +1

Last column: Mulliken charge in e.
Element x y z (Å)
C  -0.773  0.880  1.829  0.15
C  -0.360  -1.471  -0.912  -1.05
C  0.767  -1.200  -1.624  0.70
N  -0.741  1.900  2.567  -0.28
N  -0.370  0.850  0.596  -0.34
O  0.888  -0.626  -2.852  -0.50
O  1.935  -1.613  -1.241  -0.48
H  -1.422  0.107  2.225  0.34
H  -1.287  -1.092  -1.423  0.33
H  -0.254  -2.240  -0.099  0.39
H  -0.988  2.058  3.584  0.29
H  -0.151  2.625  2.171  0.21
H  -0.251  -0.064  0.142  0.26
H  0.309  1.666  0.331  0.28
H  0.134  -0.402  -3.311  0.31
H  2.566  -1.377  -1.982  0.40